1.
# C23H18BN3O2S2W

C23H18BN3O2S2W as an isolated structure (ωB97M-V/def2-TZVPD, OMol25).

Results
- frontier orbital gap (eV) = 5.40

```
! wB97M-V def2-TZVPD RIJCOSX def2/J DEFGRID3
* xyz 2 1
C -2.4649 1.5656 -2.9199
H 2.5114 -0.4349 2.0360
C 0.4689 -2.2237 -0.0470
H -1.4434 -1.8443 1.5198
N -2.0747 -2.1294 -0.3814
H -1.7347 0.2064 0.5623
C -3.3377 2.1214 -5.0185
C 2.7800 -2.4856 1.5314
H -3.2490 -1.5357 1.1892
H -2.9868 -1.4358 -2.1342
C -0.9408 2.3302 -4.6312
C 1.3282 1.1299 4.1858
C 2.6750 1.2822 4.3760
H -4.1713 2.2315 -5.6981
C 1.1427 -3.4309 0.0422
C 2.2887 -3.5666 0.8231
N 6.0506 2.0431 3.6644
C 0.7260 1.5547 2.9772
H -4.1194 -2.0062 -0.8771
W -0.1625 0.6356 0.7260
C -2.2516 -1.7217 0.8092
H 3.6749 -2.5847 2.1317
H -3.1652 -3.1820 -1.8156
C 1.5426 2.0787 1.9394
C 3.4959 1.8074 3.3354
N 3.7168 0.5231 6.6178
C 0.9670 -1.1054 0.6896
C 2.1185 -1.2669 1.4683
H 0.0562 2.5822 -4.9633
C 2.9432 2.1591 2.1347
H -0.6979 -3.0545 -1.6448
H 0.7186 0.7086 4.9741
H 3.5766 2.5342 1.3416
C 4.9153 1.9390 3.5299
S 0.8874 2.6053 0.3824
H -0.6822 -1.3106 -1.6525
O -2.3981 1.1363 -1.5910
C -1.1985 1.8849 -3.3527
C -3.5778 1.6727 -3.7262
H 2.7957 -4.5217 0.8634
C 3.2634 0.8750 5.6237
C -0.7116 -2.1831 -0.9932
H -4.5722 1.4369 -3.3737
S -0.9966 1.2945 2.7423
C -2.0495 2.4415 -5.4599
B -1.0653 1.2397 -1.2623
H -1.9111 2.7914 -6.4734
C -3.1697 -2.1894 -1.3699
H 0.7842 -4.2844 -0.5214
O -0.2951 1.6865 -2.3096
*
```

Atom charges from the natural (NBO) analysis, given in e for atoms 1 to 4:
1 C 0.255
2 H 0.206
3 C -0.059
4 H 0.242

2.
# C2H10O2S2

A 4-piece molecular cluster, C2H10O2S2 overall (ωB97M-V/def2-TZVPD, OMol25).

Results
- frontier orbital gap (eV) = 4.62

```
! wB97M-V def2-TZVPD RIJCOSX def2/J DEFGRID3
* xyz 0 1
O 1.9090 0.9013 -1.0407
H -2.0439 1.3290 -0.9371
O -0.9833 -1.4024 -2.8635
C -0.2913 -1.2260 1.8496
H 2.6494 1.3709 -0.6283
H -1.1326 -0.5571 1.5481
C -1.0231 1.2342 -0.5678
H -1.0873 -2.2781 -3.2379
S 0.8283 -1.5670 0.5174
H -0.5825 -1.5540 -2.0119
H -0.8058 0.1452 -0.5312
H -0.3638 1.7463 -1.2673
H -0.6295 -2.1735 2.2559
H 0.2054 -0.6494 2.6247
H 1.4989 0.3873 -0.3088
S -0.7033 1.9309 1.0653
*
```

Atom charges from the natural (NBO) analysis, given in e for atoms 1 to 4:
1 O -0.969
2 H 0.229
3 O -0.940
4 C -0.807

3.
# C5H2N

An isolated ion of composition C5H2N and charge +1 (ωB97M-V/def2-TZVPD, OMol25).

Results
- frontier orbital gap (spin up / spin down) (eV) = 8.12 / 6.88

```
! wB97M-V def2-TZVPD RIJCOSX def2/J DEFGRID3
* xyz 1 1
C -0.4591 0.8703 -0.8448
C -1.2564 2.5559 1.0098
H 1.5374 -2.9838 1.2476
C 0.4392 -1.2519 0.2986
C -0.9014 1.9240 0.0307
C 0.9625 -2.2031 0.8167
N -0.0460 -0.2943 -0.8378
H -0.2761 1.3829 -1.7208
*
```

Atom charges from the natural (NBO) analysis, given in e for atoms 1 to 4:
1 C 0.156
2 C 0.505
3 H 0.283
4 C 0.167

4.
# C4H16NO3

A 3-piece molecular cluster, C4H16NO3 overall (ωB97M-V/def2-TZVPD, OMol25).

Results
- frontier orbital gap (eV) = 12.03

```
! wB97M-V def2-TZVPD RIJCOSX def2/J DEFGRID3
* xyz 1 1
O 2.2468 -2.6088 -0.3550
H 0.3619 2.1286 -2.0070
O -0.6645 2.7259 1.4413
H -0.7678 -2.4529 -0.0021
H -1.0797 3.0424 0.6296
H 0.3468 0.0020 2.8442
H -1.9261 -1.6690 -0.9556
H -0.5876 0.1975 -2.5299
H 1.3677 -0.7119 1.7142
H 2.0657 -3.3449 -0.9391
C -0.8447 -1.7025 -0.7910
H 2.9834 -2.7994 0.2318
H -1.8483 0.6284 -1.4531
O -0.2605 1.8883 -1.3107
C 0.3305 -0.6004 1.9363
C -0.7605 0.5667 -1.5224
H -0.0227 3.3724 1.7385
N -0.2416 0.1879 0.8279
H -0.4552 -2.1121 -1.7222
H -1.1837 0.5453 1.0117
H 0.1608 1.1538 0.8179
H 0.9396 -0.6084 -0.7410
C -0.1032 -0.3960 -0.5246
H -0.1810 -1.5356 2.1147
*
```

Atom charges from the natural (NBO) analysis, given in e for atoms 1 to 4:
1 O -0.975
2 H 0.498
3 O -0.977
4 H 0.235

5.
# C4H8O2S2

One molecule with the formula C4H8O2S2 (ωB97M-V/def2-TZVPD, OMol25).

Results
- SMILES string = C=CS(=O)(=O)CCS
- frontier orbital gap (eV) = 10.17

```
! wB97M-V def2-TZVPD RIJCOSX def2/J DEFGRID3
* xyz 0 1
H 2.6113 -1.6437 -1.1849
H -2.1195 1.2344 -1.2888
H -0.6319 1.7643 0.8901
H -0.9643 -0.1381 1.1471
H -1.2894 -0.2410 -1.3894
O 1.2133 0.7817 -1.5665
H 2.4719 -2.7524 0.3247
O 1.6838 1.6634 0.6591
C 2.3576 -1.7801 -0.1199
H 1.4532 -0.9394 1.6781
H -3.5464 1.0485 0.7863
C -1.7439 0.4637 -0.7330
C -0.7547 0.7408 0.3842
C 1.6149 -0.8861 0.5323
S 1.0214 0.6819 -0.1603
S -3.3772 0.0022 0.0408
*
```

Atom charges from the natural (NBO) analysis, given in e for atoms 1 to 4:
1 H 0.226
2 H 0.230
3 H 0.276
4 H 0.262

6.
# C4H10N2O

An isolated ion of composition C4H10N2O and charge +1 (ωB97M-V/def2-TZVPD, OMol25).

Results
- frontier orbital gap (spin up / spin down) (eV) = 11.55 / 6.89

```
! wB97M-V def2-TZVPD RIJCOSX def2/J DEFGRID3
* xyz 1 2
H 1.2311 2.0357 -1.0913
H -0.9138 1.9983 -0.4954
C -0.7546 -1.5040 1.6136
C -0.3343 -0.0228 -0.4469
H 0.4292 1.4449 0.7666
C 0.8665 -0.0011 -1.4350
O 1.4045 -0.9865 -1.8890
H -0.2743 -1.4004 2.6226
H 2.1250 1.0984 -2.2514
H -0.9976 -2.6081 1.6216
N 1.2372 1.2974 -1.7822
H 0.9541 -1.4419 0.3140
H -1.7458 -1.0736 1.5903
C -0.5736 1.3300 0.3309
H -1.3005 1.2179 1.1313
N -0.0334 -1.1821 0.4215
H -1.3196 -0.2020 -1.0213
*
```

Atom charges from the natural (NBO) analysis, given in e for atoms 1 to 4:
1 H 0.408
2 H 0.269
3 C -0.508
4 C -0.191

It is found that the energy relative to the best compared isomer or geometry (same formula, charge and spin) values, taken in the order of the records, are 22.1, 111.6, 109.3, 18.4, 75.6, 18.8 kcal/mol.
It is found that the max |F| values, taken in the order of the records, are 1.606, 1.827, 8.580, 2.490, 2.947, 2.490 eV Å⁻¹.